[1]
Computed, not measured: a cluster of 12 separate species, CH25NO13 in total, with the ωB97M-V functional and the def2-TZVPD basis.

```
40
Properties=species:S:1:pos:R:3:forces:R:3:mulliken_charge:R:1
O -2.44218 -1.71092 -0.98004 -3.7 -8.2 -1.9 -0.671
O -2.14078 1.44465 -3.61507 -1.1 0.4 0.4 -0.676
O 1.99815 -3.24856 -0.18166 -0.5 -5.0 -2.3 -0.651
O 0.17846 -1.20552 0.16074 -1.3 3.5 -0.3 -0.499
O -0.58296 -3.63696 2.24313 -2.5 0.9 -1.3 -0.650
O 0.69195 0.66595 -3.88058 0.3 -5.0 -0.5 -0.775
O -1.28268 0.53609 2.43129 -1.8 1.8 -1.2 -0.714
O 3.71297 -0.63776 -1.45256 0.3 0.6 0.3 -0.613
O -2.34770 4.28052 0.57074 -1.0 0.5 1.8 -0.676
O -1.05414 0.71233 -0.30872 -0.9 -13.1 7.0 -0.340
O 0.99613 0.46741 -1.09507 0.4 0.5 0.3 -1.063
O 2.22169 0.70941 1.72766 -2.1 -4.2 -1.2 -0.643
O -1.13616 3.15698 -1.44621 1.0 1.0 -2.1 -0.720
N 0.82362 -1.30655 3.69878 -6.2 -2.5 4.3 -0.084
C 0.10368 -0.02503 -0.38600 1.0 -2.8 -0.9 0.780
H -2.14471 1.24639 -2.67489 -0.4 -0.1 0.1 0.288
H -2.11194 3.66158 -0.10421 0.5 -0.1 -0.9 0.446
H 2.76786 -0.53426 -1.46958 -1.0 0.8 0.2 0.348
H -1.46575 -3.40365 2.68141 1.7 -0.7 -1.0 0.337
H 3.76206 -1.53519 -1.72420 0.6 -1.4 -0.4 0.315
H -1.97052 1.27411 2.23523 1.5 -1.6 1.2 0.281
H -2.16277 -2.68544 -0.63919 -0.8 4.0 -1.3 0.273
H -1.23169 1.29641 -3.82395 1.4 -0.4 -0.6 0.416
H 1.28824 -2.69430 -0.31131 -3.1 2.0 -0.8 0.381
H 2.51085 -2.71363 0.29678 3.7 3.0 3.0 0.290
H -0.81417 -3.58594 1.24173 0.8 0.0 2.6 0.284
H -1.10845 0.37158 1.48014 0.2 -0.4 0.7 0.537
H 0.90612 0.47872 -2.92556 -0.2 0.6 -0.8 0.459
H -1.30892 3.55448 -2.38589 0.7 -1.3 2.5 0.327
H -0.19355 3.32444 -1.18099 -1.2 0.0 -0.8 0.324
H 1.20957 -1.26656 2.92526 5.1 -0.6 -10.7 0.028
H 1.14284 -0.49201 3.97095 0.9 5.9 3.1 0.319
H 2.38232 1.55533 1.45578 1.1 3.9 -0.5 0.293
H 1.18601 -2.02999 4.19272 1.1 -2.9 2.0 0.367
H 1.78492 0.40468 0.84866 1.2 0.0 2.0 0.257
H -1.79224 5.05735 0.52062 0.2 -0.1 -0.3 0.267
H -1.02741 1.44053 -0.67221 0.9 11.8 -6.3 0.033
H -0.14243 -1.41557 3.42246 -0.9 0.4 0.5 0.305
H 0.71058 -0.38931 -4.23202 -0.2 4.5 1.2 0.364
H -1.91685 -1.12179 -0.61419 4.1 4.0 3.0 0.456
```
Forces are in eV/Å.

Properties
LUMO, eV: -0.58
Energy relative to the best compared isomer or geometry (same formula, charge and spin), kcal per mole: 132.67
2S+1: 1
E, eV: -29547.080
Frontier orbital gap, hartree: 0.3544



[2]
Computed, not measured: a structure of composition CH26FeO16, with the ωB97M-V functional and the def2-TZVPD basis.

```
44
Properties=species:S:1:pos:R:3:forces:R:3:lowdin_spin:R:1
Fe -2.14618 -0.36874 -1.62860 1.5 0.6 1.7 3.753
O -2.91874 -2.10514 2.00747 -0.1 0.0 -0.2 0.000
O -3.55688 -1.79846 -1.08043 -0.1 -0.5 -0.4 0.039
O 1.29075 -3.23316 -1.09794 -0.2 0.2 -0.2 0.000
O 0.39864 -2.69006 2.03693 0.2 0.0 -0.2 0.001
O -0.92324 3.42891 -0.34410 -0.4 -0.1 0.4 0.000
O -0.38418 0.61400 -1.09176 -0.6 0.2 -0.9 0.072
O -1.06413 -1.04472 0.10897 -0.4 -0.3 -0.1 0.070
O 0.65580 0.22019 0.86104 -0.4 0.0 -0.3 0.010
O -0.72838 -0.00186 3.62406 -0.1 0.4 -0.1 0.000
O 2.78521 -0.92880 2.30945 -0.3 0.4 -0.2 0.000
O 3.78742 -0.33281 -0.36137 -0.4 0.0 0.1 0.000
O -0.45285 2.00097 -3.86066 -0.1 -0.3 0.1 0.002
O 2.09944 1.88413 -1.67892 0.0 -0.3 0.2 0.001
O 0.81509 2.93984 1.90126 -0.1 -0.2 -0.1 0.000
O 1.66968 -0.93812 -2.89902 -0.1 0.0 0.2 0.000
O -3.26381 1.05219 -0.47675 -0.2 0.1 0.1 0.033
C -0.20964 -0.07639 0.02510 -0.3 -0.1 -0.2 0.007
H 0.66929 -3.05643 -0.38171 0.2 0.0 0.2 0.000
H -4.46493 -1.98711 -1.35294 0.1 0.1 -0.1 0.003
H -3.68892 -1.55392 1.83600 0.1 0.0 0.0 0.000
H 2.59538 2.42255 -1.05413 0.0 0.1 -0.1 0.000
H 2.63301 -0.98613 -2.83536 0.0 0.0 0.0 0.000
H 3.23125 0.30715 -0.82456 0.0 0.0 0.1 0.000
H 1.69335 3.21091 1.61612 0.0 0.0 0.0 0.000
H -2.25570 -1.83258 1.34933 0.0 0.1 0.3 0.000
H 1.37468 -2.40701 -1.60828 0.0 -0.4 0.1 0.000
H 2.06617 -0.39127 1.92817 0.1 -0.2 0.2 0.000
H 3.29299 -0.30612 2.84152 0.0 -0.2 0.1 0.000
H 1.26161 -2.31587 2.26906 0.0 -0.2 0.1 0.000
H -1.54107 -0.40409 3.29724 0.1 -0.3 0.1 0.000
H -0.59457 3.59697 0.55472 0.2 0.0 -0.2 0.000
H 1.42933 -0.29182 -2.22153 0.2 0.1 -0.2 0.000
H -0.07438 1.46572 -3.15316 0.1 0.2 0.0 0.000
H -4.20619 1.14117 -0.29613 0.0 0.0 -0.1 0.003
H 0.72338 2.01766 1.60017 0.2 0.1 0.1 0.000
H -0.16335 0.07979 2.84336 -0.1 -0.2 0.1 0.000
H -0.72097 2.49696 -0.49208 0.2 0.1 -0.2 0.000
H 3.26502 -0.61403 0.41561 0.5 0.0 -0.4 0.000
H 1.27568 1.64343 -1.21981 0.1 0.2 -0.1 0.000
H -3.18158 -2.65116 -0.79611 0.0 0.2 0.2 0.002
H 0.01568 -2.01958 1.46211 -0.1 0.0 0.1 0.001
H -2.80901 1.53649 0.23246 0.2 0.1 -0.3 0.001
H 0.31981 2.27639 -4.36480 0.0 0.0 0.0 0.000
```
Forces are in eV/Å.

Properties
LUMO (spin up / spin down), eV: -2.17 / -2.41
Energy relative to the best compared isomer or geometry (same formula, charge and spin), kcal per mole: 0.00
2S+1: 5
E, eV: -68607.957
Frontier orbital gap (spin up / spin down), hartree: 0.2967 / 0.2881



[3]
Computed, not measured: a cluster of 11 separate species, CH26NO10 in total, with the ωB97M-V functional and the def2-TZVPD basis.

```
38
Properties=species:S:1:pos:R:3:forces:R:3:mulliken_charge:R:1
O -2.66905 -2.62808 1.06092 0.9 -2.7 -0.4 -0.650
O 0.97961 -0.66640 -3.27826 -1.0 1.0 -3.1 -0.647
O 3.75668 0.23981 -1.25482 1.1 5.6 0.2 -0.610
O 0.22030 -1.39094 2.00275 0.0 -3.1 -1.0 -0.584
O -3.09648 0.74496 0.98364 12.0 1.3 -0.8 -0.546
O 1.69976 1.63064 -0.25766 1.8 -0.4 -0.5 -0.623
O -1.87639 -2.66217 -1.43530 0.2 1.8 -3.5 -0.686
O 0.60520 -3.25183 -3.62769 1.4 0.9 -0.3 -0.662
O -0.98519 1.85837 -0.20467 1.5 1.1 -0.7 -0.703
O -0.60525 3.96704 1.42778 -0.3 0.8 -3.6 -0.722
N 0.76834 1.82777 2.22713 1.1 3.9 0.0 -0.301
C 1.30308 0.90204 3.24628 1.3 -1.4 0.1 -0.547
H 2.31369 1.17350 -0.90000 -0.5 0.4 1.0 0.375
H -2.88091 -0.07661 0.60450 0.5 -2.1 -0.4 0.298
H -0.05229 4.55885 0.80061 -1.2 -1.2 1.8 0.353
H 0.38482 1.49202 1.30987 1.0 -0.2 0.9 0.520
H -1.07383 -2.26375 -1.87495 -0.4 -0.7 1.1 0.332
H -3.91046 0.74014 1.05898 -12.6 0.3 1.3 0.181
H 1.55647 2.60308 1.98526 -2.3 -2.7 0.1 0.388
H 1.14391 -1.58788 2.19048 0.3 0.4 0.1 0.231
H 0.66304 0.86702 4.09187 -0.5 0.2 0.7 0.368
H -2.79022 -3.52517 1.52772 0.2 2.2 -1.0 0.315
H 4.63064 0.58637 -0.95368 -1.1 -1.2 -0.4 0.297
H 1.51622 -3.59618 -3.65707 -0.9 -0.4 0.1 0.317
H -1.19786 3.51025 0.70492 1.5 0.9 2.1 0.364
H -1.33493 1.93574 -1.07740 -0.1 0.3 -1.3 0.338
H 3.64798 -0.64510 -1.27869 0.2 -4.5 0.0 0.276
H 0.87078 1.68575 -0.69908 -1.0 0.0 -0.5 0.273
H -0.03783 -3.91796 -3.46683 -0.4 -1.2 0.1 0.317
H 0.02394 -2.33817 1.69392 -0.7 2.1 0.4 0.263
H 1.43081 -0.14329 2.95864 -0.7 0.9 -0.5 0.011
H -2.19169 -2.86815 0.18318 -1.3 0.6 1.9 0.358
H 0.99633 -1.58388 -3.63898 -0.2 0.7 0.7 0.344
H -1.65096 1.34440 0.18503 -1.9 -1.2 1.6 0.304
H 0.02367 2.51985 2.58228 1.0 -1.4 -0.4 0.451
H 0.66448 -0.16928 -4.13608 1.0 -1.1 2.6 0.345
H 2.34480 1.07145 3.54080 -0.4 1.1 0.0 0.335
H -2.52089 -2.31087 -2.13651 0.6 -1.0 1.8 0.330
```
Forces are in eV/Å.

Properties
LUMO, eV: -2.52
Energy relative to the best compared isomer or geometry (same formula, charge and spin), kcal per mole: 66.95
Net charge: +1
2S+1: 1
E, eV: -23416.310
Frontier orbital gap, hartree: 0.4013



[4]
Computed, not measured: a cluster of 13 separate species, CH27NO14 in total, with the ωB97M-V functional and the def2-TZVPD basis.

```
43
Properties=species:S:1:pos:R:3:forces:R:3:mulliken_charge:R:1
O 1.53080 1.85502 -3.71826 0.9 -1.2 1.2 -0.644
O -2.66096 1.36379 2.85895 0.7 -0.2 2.1 -0.728
O -1.15682 -1.05499 2.99126 -2.2 -0.7 -1.1 -0.847
O -0.38579 2.75592 1.80008 -1.6 2.1 0.8 -0.544
O 2.31386 1.53830 1.69581 -1.1 -2.0 -1.3 -0.584
O -1.54889 -0.14571 1.02183 -1.9 1.1 -0.8 -0.288
O 3.78028 2.10720 -0.60146 0.9 -1.3 -1.4 -0.659
O 2.44592 -0.07652 -1.31411 -3.2 1.5 0.8 -0.559
O -1.93797 0.24256 -2.61033 -1.3 0.5 -1.5 -0.752
O 1.49960 -0.36214 3.21004 -2.8 -2.7 -0.8 -0.671
O -2.76911 -2.69717 -1.55075 -0.7 -1.5 1.7 -0.712
O 2.15224 -2.61732 -0.74362 -1.6 0.1 -0.6 -0.663
O -0.90643 1.97604 -1.45576 2.4 0.2 0.4 -0.707
O -0.52518 -1.88398 -2.55595 1.4 -0.6 1.9 -0.605
N -2.22693 -2.34122 1.42530 -0.3 0.0 0.3 -0.227
C -1.72977 -1.16867 1.86705 3.1 -0.3 1.7 0.419
H -1.84577 1.14729 -3.06359 -0.1 -2.2 1.4 0.322
H 0.94809 -0.24052 4.00421 0.4 0.2 -0.2 0.303
H 3.06646 2.35430 -0.01341 -0.1 -0.6 0.3 0.315
H -1.16921 -1.15990 -2.46916 0.3 0.5 -1.2 0.420
H 3.15859 -0.57706 -1.60203 1.7 -2.1 -0.7 0.245
H -1.06987 2.05894 -0.51444 0.3 0.4 0.2 0.261
H 0.45133 3.17167 1.98527 0.6 -0.3 -0.2 0.289
H -1.99466 0.69249 1.46016 0.8 -1.4 0.0 0.539
H -2.28356 0.65330 3.52315 -0.8 2.3 -1.7 0.356
H 2.46049 1.34953 2.62257 0.0 0.0 0.3 0.283
H 1.19119 -2.58156 -1.01533 1.3 -0.4 0.2 0.281
H -0.00169 1.53225 -1.56609 -1.8 1.0 0.2 0.416
H 1.95566 2.30727 -2.94866 -0.3 -0.5 -0.9 0.340
H -0.47214 -2.27138 -3.41254 -0.3 0.0 -1.0 0.260
H -2.42673 -3.03115 2.13950 0.4 0.3 -0.1 0.201
H 1.84571 0.91078 -3.60102 -0.6 1.6 -0.1 0.318
H -1.81354 -2.68356 -1.51275 0.5 0.1 -0.7 0.398
H -0.24709 1.92836 1.40814 1.0 -1.8 -0.5 0.269
H -2.47675 2.29426 3.20380 0.0 -2.1 -0.6 0.311
H 3.68914 1.12115 -0.83324 -0.4 2.7 1.1 0.359
H 2.20284 -3.22042 -0.00545 -0.1 -0.3 0.3 0.295
H 1.93436 0.62319 1.41434 1.1 2.6 0.7 0.307
H -2.44444 -2.63174 0.47346 -0.3 1.0 0.0 0.278
H 1.77378 -0.68274 -0.92298 1.4 0.4 -0.6 0.340
H -3.04074 -1.99803 -2.11225 -0.3 1.1 -0.8 0.300
H 0.79007 -0.97811 2.70367 2.3 2.1 1.6 0.365
H -2.05638 0.42028 -1.66541 0.1 0.5 -0.6 0.400
```
Forces are in eV/Å.

Properties
LUMO, eV: -0.16
Energy relative to the best compared isomer or geometry (same formula, charge and spin), kcal per mole: 78.77
2S+1: 1
E, eV: -31629.957
Frontier orbital gap, hartree: 0.3631



[5]
Computed, not measured: a cluster of 14 separate species, CH27O16 in total, with the ωB97M-V functional and the def2-TZVPD basis.

```
44
Properties=species:S:1:pos:R:3:forces:R:3:mulliken_charge:R:1
O 0.56352 -3.30161 -1.85998 0.9 -0.5 0.0 -0.706
O -0.44248 3.22439 -2.90798 -0.2 0.3 -1.1 -0.703
O 0.66152 -0.53161 -0.62598 1.2 -1.9 1.0 -0.125
O -0.78048 1.07539 -0.65398 -0.3 1.1 -0.6 -0.278
O 2.09852 -2.93361 0.22102 1.7 -0.6 -1.8 -0.660
O -3.26648 -0.08161 0.94702 -3.7 -2.0 0.3 -0.695
O -1.51548 0.08639 -2.94398 -0.2 -0.5 -0.8 -0.786
O -2.30048 2.58039 0.90102 -1.2 1.5 -0.1 -0.676
O 0.18752 1.12439 3.44802 0.6 0.3 1.3 -0.698
O -0.04848 -2.56761 1.84202 0.6 0.3 -0.2 -1.035
O 2.55052 -0.50861 1.65402 -0.1 0.2 -0.3 -0.690
O 0.73552 3.17239 -0.11198 1.9 -1.5 0.1 -0.772
O 1.05452 0.49739 -3.42598 0.6 -0.3 -0.3 -0.655
O 2.80752 1.18639 -1.58898 1.8 -0.2 1.6 -0.670
O -1.60048 -1.71461 3.83402 -1.2 0.8 1.6 -0.658
O -0.61148 -0.14261 1.15102 1.1 -0.6 0.2 0.573
C -0.23548 0.17639 -0.00098 -2.0 0.1 0.2 0.390
H 2.94652 -2.74361 0.61302 0.1 0.1 0.4 0.265
H -0.23548 -2.95661 -1.48598 -0.7 0.4 0.1 0.272
H 3.17452 0.30339 -1.42698 0.0 0.4 0.1 0.287
H -0.66748 -2.94661 1.24302 -1.0 -1.3 -0.7 0.351
H 1.42152 -2.89261 0.86102 -1.3 0.2 1.9 0.402
H 2.18552 1.03939 -2.27098 -1.2 0.1 -1.4 0.372
H -1.52148 -2.50261 4.37702 0.2 -0.1 -0.4 0.261
H 0.32452 0.52339 4.20602 -0.3 0.3 -0.8 0.306
H -1.92748 0.80239 -3.42498 -0.3 0.2 -0.3 0.277
H -1.37648 3.41939 -2.85798 -0.3 0.1 0.1 0.326
H 0.13052 0.25039 -3.50298 -1.4 0.3 0.2 0.325
H 0.31552 2.28939 -0.07998 0.1 1.0 -0.1 0.202
H -0.11848 0.58539 2.72102 -0.3 -0.4 -0.4 0.194
H -0.11448 -1.64861 1.47202 0.4 0.6 0.6 0.527
H 2.35252 0.42639 1.80102 0.1 -0.1 0.3 0.374
H -1.96248 2.90739 1.72702 0.4 -0.2 0.4 0.299
H -1.78848 1.84639 0.58902 0.6 -0.5 -0.2 0.076
H 0.81652 -0.14061 -1.47898 0.3 0.4 -1.1 -0.006
H -2.35148 -0.07461 1.08002 2.4 0.0 0.6 0.115
H -1.21048 0.53239 -2.13998 -0.1 0.2 0.8 0.213
H 0.04952 3.79139 -0.14898 -1.8 1.3 0.1 0.326
H -3.58548 -0.93061 1.37902 0.7 1.7 -0.8 0.306
H -0.22348 2.85539 -2.06098 0.4 -0.3 0.9 0.318
H -1.19948 -1.86161 2.99102 0.7 -0.7 -0.6 0.393
H 1.22552 -3.23561 -1.12298 -0.4 0.0 -0.8 0.483
H 1.45152 -0.28861 -3.79398 0.7 -0.4 -0.2 0.279
H 2.03052 -0.69161 0.85702 0.2 -0.1 0.0 0.303
```
Forces are in eV/Å.

Properties
LUMO, eV: 2.69
Energy relative to the best compared isomer or geometry (same formula, charge and spin), kcal per mole: 7.59
Net charge: -1
2S+1: 1
E, eV: -34239.430
Frontier orbital gap, hartree: 0.3722



[6]
Computed, not measured: a structure of composition CH28O17Y, with the ωB97M-V functional and the def2-TZVPD basis.

```
47
Properties=species:S:1:pos:R:3:forces:R:3:mulliken_charge:R:1
Y -1.38894 0.27286 -2.73449 1.6 -0.5 1.4 1.366
O 2.53005 0.97418 -1.89636 -1.3 0.0 0.0 -0.868
O -0.55001 -2.97429 0.64941 0.0 0.0 -0.3 -0.692
O 1.51351 2.56050 0.33837 1.0 1.1 -0.7 -0.783
O -1.56081 -0.11450 -0.50998 -0.4 -0.6 -0.4 -0.781
O -1.49285 2.37047 1.18852 0.2 -0.4 -0.5 -0.726
O 0.25684 1.97650 -2.96364 -1.8 -0.1 -0.8 -0.497
O 2.59847 -1.05318 -0.11653 0.4 -0.1 -0.8 -0.851
O 0.99573 -1.36043 3.24501 -1.0 1.0 -1.8 -0.476
O -1.16669 -2.07544 -2.78000 -1.2 0.8 -0.7 -0.581
O 0.39566 0.15120 0.64155 -2.5 -2.3 -2.2 -0.042
O 1.31126 1.67636 2.83373 -0.7 2.0 1.4 -0.731
O -4.13524 0.25760 0.18411 -0.4 1.9 -0.1 -0.647
O 1.42221 -2.70251 -1.96125 -0.9 -0.5 -0.5 -0.737
O 0.30678 -0.31905 -1.57249 -0.5 -0.4 0.3 -1.239
O -2.32171 2.14923 -1.86690 -1.6 0.7 -0.4 -0.406
O -2.59943 -1.53930 1.70155 0.4 0.7 -0.1 -0.618
O 3.34392 0.11367 2.20880 -0.2 0.1 -1.0 -0.744
C -0.27987 -0.22368 -0.38890 1.9 3.6 0.9 1.934
H -2.09873 3.07300 -1.99437 1.1 0.5 0.0 0.285
H 1.04806 1.74735 0.21751 -0.4 -0.6 0.2 0.092
H 2.00146 -2.83329 -2.71118 0.3 -0.4 -0.3 0.270
H -3.25749 2.29253 -1.62455 0.0 -0.8 0.6 0.290
H 1.55863 -1.77890 -1.74792 0.5 0.3 0.5 0.625
H -1.04187 1.58400 0.81185 -0.5 0.8 0.8 0.152
H 3.17992 -0.26282 1.31765 0.8 0.1 0.8 0.284
H -2.27009 -1.13441 0.87524 -0.1 -0.3 0.8 0.251
H -3.18669 0.23671 0.10965 0.4 0.1 0.3 0.405
H 2.60811 -1.95246 0.19601 0.1 -0.7 0.3 0.347
H -0.37767 -2.43495 -2.33827 1.3 -0.3 0.2 0.370
H 1.15822 1.88430 -2.65214 2.2 -1.5 1.4 0.373
H -4.44435 -0.49948 -0.26549 -0.7 -1.4 -0.5 0.344
H 1.91078 2.44860 1.21599 -0.1 0.1 0.0 0.463
H 2.57423 1.41887 -1.03789 0.7 0.7 0.1 0.482
H -1.83033 2.10022 2.04733 -0.1 -0.1 0.0 0.303
H 1.87900 0.28053 -1.61501 1.2 0.5 -0.8 0.230
H -2.92569 -2.37490 1.39340 -0.5 -0.8 0.0 0.319
H 0.96778 -1.73344 4.08678 0.8 -1.5 2.4 0.293
H 0.74184 2.45745 3.09499 0.8 -1.6 -0.7 0.361
H -0.98002 -2.89754 1.51272 0.1 -0.1 0.0 0.332
H 2.57782 0.69841 2.30037 0.9 -0.2 0.6 0.420
H 0.36395 2.81015 -3.40585 -0.6 0.9 -0.7 0.299
H -0.18341 -2.08880 0.56664 0.4 -0.3 0.3 0.409
H 0.16037 -0.88751 3.32899 -0.2 0.3 -0.6 0.250
H 0.79862 1.00873 2.38506 -0.8 -0.1 0.0 0.173
H -1.89210 -2.62850 -2.49276 -0.3 -0.6 0.0 0.358
H 1.78077 -0.67405 0.22474 0.0 0.0 0.6 0.339
```
Forces are in eV/Å.

Properties
LUMO, eV: -5.70
Energy relative to the best compared isomer or geometry (same formula, charge and spin), kcal per mole: 16.54
Net charge: +1
2S+1: 1
E, eV: -37338.643
Frontier orbital gap, hartree: 0.2164



> Look up the E of the second one.

-68607.957 eV